No. 1
ORCA calculation (ωB97M-V/def2-TZVPD) on a cluster of 3 separate species, C47H44BrF7INO11S3 in total in a non-equilibrium geometry.

XYZ file:
```
115
Properties=species:S:1:pos:R:3:lowdin_charge:R:1
C -5.05795 1.21306 -0.11689 -0.10
C -3.85739 0.96989 0.79771 -0.25
C -2.50888 1.13892 0.05709 -0.23
C -1.45687 0.26131 0.73078 -0.12
C 0.08987 0.52089 0.65311 -0.33
N 0.37734 1.58908 1.63039 0.03
C 0.72128 1.08238 -0.72025 -0.58
S 2.05024 2.34800 -0.29895 0.85
C -0.11566 1.81150 -1.81069 -0.65
Br -0.79385 3.56483 -1.31318 0.86
C -1.15603 1.05723 -2.65070 -0.28
C -1.05292 1.43651 -4.15136 -0.07
O 1.46812 0.11830 -1.51580 -0.27
S 1.31255 -1.45025 -1.62146 0.66
O 0.29622 -1.77568 -2.57454 -0.25
O 2.62616 -1.96101 -1.81735 -0.22
C 0.76612 -1.96619 0.02077 -0.26
C -0.40496 -2.97295 -0.09503 -0.10
C -1.68271 -2.85288 -0.91340 -0.53
O -2.32024 -3.83104 -1.11282 0.13
O -2.06826 -1.64411 -1.34541 0.07
C 0.76665 -0.86679 1.15139 -0.26
C 0.02875 -1.37904 2.44805 -0.21
C 0.55869 -2.38681 3.49411 -0.74
C -0.48125 -2.45713 4.62359 -0.17
I 0.90669 -4.41093 2.86644 1.00
S 2.60234 -0.77406 1.58555 0.78
O 2.93724 -2.08047 2.07154 -0.33
O 3.38240 -0.24092 0.52283 -0.26
C 2.92825 0.33907 3.06984 -0.46
F 1.85762 0.35807 3.89274 0.11
F 3.18693 1.56314 2.68369 0.14
C 4.12739 -0.14714 3.94845 -0.38
F 4.19380 0.76943 4.93582 0.16
F 3.85818 -1.31804 4.50181 0.18
C 5.54882 -0.18065 3.31398 -0.59
F 5.61740 -1.00053 2.29196 0.21
F 6.39679 -0.58890 4.24569 0.20
F 5.89145 1.02937 2.92746 0.21
H -5.04607 2.23922 -0.50084 0.08
H -5.05590 0.51576 -0.96199 0.07
H -5.99819 1.07268 0.42877 0.07
H -3.92610 -0.01529 1.27723 0.11
H -3.89594 1.70897 1.61214 0.11
H -2.25579 2.20033 0.07460 0.03
H -2.67447 0.78639 -0.96119 0.06
H -1.67261 0.34752 1.80110 0.11
H -1.72219 -0.76512 0.48243 0.09
H -0.25772 2.36861 1.45691 0.08
H 0.14919 1.27334 2.56480 0.07
H 2.79877 1.91903 -1.32019 -0.08
H 0.68238 2.07928 -2.51001 0.07
H -2.16691 1.30766 -2.32479 0.07
H -0.97769 -0.01267 -2.54627 0.07
H -0.38272 2.28409 -4.32289 0.07
H -2.03208 1.73490 -4.54317 0.07
H -0.72320 0.58457 -4.75549 0.08
H 1.61685 -2.60923 0.28778 0.10
H 0.04693 -3.87541 -0.53056 0.12
H -0.73610 -3.31008 0.88842 0.06
H -2.58478 -1.77929 -2.16089 0.16
H -0.96797 -1.72853 2.17186 0.11
H -0.16769 -0.49641 3.06140 0.09
H 1.50404 -2.07590 3.93087 0.04
H -1.34465 -3.06690 4.33265 0.07
H -0.84844 -1.45349 4.87038 0.08
H -0.04266 -2.91678 5.51405 0.08
O -4.16017 8.13281 0.71419 0.11
C -3.21161 8.84994 0.47675 -0.28
C -1.82947 8.29735 0.38106 -0.08
C -1.63967 6.93039 0.54571 0.00
C -0.37075 6.38911 0.43267 -0.11
C 0.71725 7.20960 0.15360 -0.05
C 0.53656 8.57365 0.00123 0.00
C -0.73563 9.12298 0.11797 -0.08
C -0.90142 10.59749 -0.03567 -0.28
O 0.05305 11.32244 -0.21597 0.11
C -2.28693 11.14786 0.03724 -0.08
C -2.47640 12.51356 -0.13657 0.00
C -3.75461 13.04427 -0.09647 -0.06
C -4.84961 12.21393 0.11701 -0.06
C -4.66586 10.85393 0.30018 0.00
C -3.38479 10.31636 0.26428 -0.08
H -2.49779 6.30574 0.75601 0.12
H -0.23105 5.32282 0.54637 0.03
H 1.70519 6.77899 0.05395 0.11
H 1.37101 9.22819 -0.21089 0.12
H -1.61388 13.14399 -0.30458 0.12
H -3.90073 14.10771 -0.23411 0.11
H -5.84804 12.63075 0.14140 0.11
H -5.50565 10.19427 0.47113 0.12
O 3.32643 -8.89049 -4.29770 0.11
C 2.69783 -8.95508 -3.26324 -0.28
C 2.92249 -10.06635 -2.29215 -0.08
C 3.88855 -11.02332 -2.57917 0.00
C 4.13526 -12.04716 -1.68049 -0.06
C 3.41932 -12.11985 -0.49040 -0.06
C 2.44790 -11.17566 -0.20456 0.00
C 2.19306 -10.14830 -1.10519 -0.08
C 1.13010 -9.15211 -0.78151 -0.28
O 0.46547 -9.25026 0.22803 0.10
C 0.92021 -8.03057 -1.74158 -0.08
C -0.03973 -7.06827 -1.45195 0.01
C -0.23654 -6.00164 -2.31377 -0.05
C 0.53070 -5.89091 -3.46933 -0.04
C 1.48035 -6.85279 -3.77069 0.00
C 1.67631 -7.92717 -2.91085 -0.08
H 4.43853 -10.94885 -3.50739 0.12
H 4.88957 -12.79025 -1.90435 0.11
H 3.62023 -12.91641 0.21415 0.11
H 1.87782 -11.21978 0.71343 0.12
H -0.62335 -7.16562 -0.54596 0.12
H -0.98010 -5.25310 -2.06982 0.08
H 0.38655 -5.04901 -4.13453 0.11
H 2.08205 -6.78344 -4.66668 0.12
```

Summary:
energy = -203134.870 eV
LUMO level = -1.030 eV
SMILES = CCCC[C@]1(N)[C@](S)([C@H](Br)CC)OS(=O)(=O)[C@H](CC(=O)O)[C@@]1(C[C@@H](C)I)S(=O)(=O)C(F)(F)C(F)(F)C(F)(F)F.O=C1c2ccccc2C(=O)c2ccccc21.O=C1c2ccccc2C(=O)c2ccccc21
Kohn-Sham gap = 8.1 eV
charge = 0

No. 2
ORCA calculation (ωB97M-V/def2-TZVPD) on a structure of composition C47H44N8O2S2SeV.

XYZ file:
```
105
Properties=species:S:1:pos:R:3:mulliken_spin:R:1
V 0.58399 0.49735 -0.16707 1.07
C -1.57711 1.83005 -2.01423 0.01
N -1.22651 1.91011 -0.58977 -0.02
C -2.39155 1.55088 0.23695 0.04
C -0.77529 3.26345 -0.30032 0.02
C -1.66129 4.27737 0.01083 0.00
C -1.20812 5.55203 0.33464 0.00
C 0.15540 5.78565 0.34207 0.00
C 1.05313 4.78176 0.01215 0.00
C 0.61659 3.49170 -0.32675 -0.01
N 1.41283 2.39150 -0.57179 0.00
C 2.77011 2.49330 -0.78397 0.00
C 3.41231 3.55848 -1.44178 0.00
C 4.78394 3.58089 -1.62312 0.00
C 5.57180 2.52156 -1.19488 0.00
C 4.94873 1.42285 -0.62355 0.00
C 3.57590 1.39087 -0.43594 0.02
N 2.92563 0.23738 0.17434 -0.02
C 3.34748 -1.03788 -0.43307 0.01
C 3.28952 0.19990 1.60359 0.01
H -2.39764 2.51854 -2.25346 0.00
H -0.70341 2.08891 -2.61005 0.00
H -1.88172 0.81326 -2.25130 0.00
H -3.29912 2.06764 -0.09178 0.00
H -2.55550 0.48153 0.16360 -0.02
H -2.18968 1.80185 1.27607 0.00
H -2.72376 4.07699 0.02199 0.00
H -1.90913 6.33553 0.58729 0.00
H 0.53703 6.76223 0.61433 0.00
H 2.11194 4.99110 0.06658 0.00
H 2.81512 4.37936 -1.81457 0.00
H 5.23641 4.43009 -2.12050 0.00
H 6.64512 2.53476 -1.32928 0.00
H 5.54533 0.57145 -0.31827 0.00
H 4.38416 -1.28832 -0.18033 0.00
H 2.69069 -1.82434 -0.06241 0.00
H 3.26042 -0.97936 -1.51573 0.00
H 2.80908 -0.65344 2.07988 0.00
H 4.37457 0.09489 1.71624 0.00
H 2.97104 1.11986 2.09014 0.00
O 0.59229 -2.41952 2.73113 0.00
C 0.44278 -1.41397 2.04556 0.01
O 0.43412 -1.32910 0.77084 0.03
C 0.34221 -0.07254 2.73316 -0.02
C 0.32061 0.00980 4.11512 0.01
C 0.30533 1.25240 4.71453 -0.01
C 0.32929 2.36931 3.89408 0.01
C 0.37296 2.20258 2.52327 0.00
N 0.37372 0.99837 1.92387 -0.05
H 0.33646 -0.91687 4.67255 0.00
H 0.28576 1.35467 5.79203 0.00
H 0.32758 3.37235 4.29797 0.00
H 0.41779 3.06793 1.88346 -0.01
S 4.44280 1.28939 -4.29088 0.00
C 5.01767 1.99558 -5.73411 0.00
C 4.14311 1.82333 -6.76490 0.00
C 2.98563 1.10346 -6.37468 0.00
C 3.00625 0.74800 -5.05377 0.00
C 1.98367 -0.00519 -4.32116 0.02
C 1.64151 0.33402 -3.00478 0.02
N 0.72507 -0.29293 -2.27262 -0.03
C 0.03828 -1.30177 -2.87096 -0.02
C 0.36195 -1.75628 -4.16248 0.01
C -0.30146 -2.90287 -4.72130 0.00
C -1.27019 -3.53793 -4.03972 0.01
C -1.69676 -3.04411 -2.76154 -0.01
C -2.78391 -3.61297 -2.09324 0.00
C -3.21818 -3.07558 -0.90092 0.00
C -2.53599 -1.93786 -0.42835 0.00
N -1.52005 -1.36894 -1.04391 0.00
C -1.07478 -1.92146 -2.18368 0.01
C -4.37186 -3.64661 -0.19420 0.00
C -4.81385 -4.93862 -0.27043 0.00
C -5.99949 -5.16552 0.46576 0.00
C -6.44043 -4.04009 1.08908 0.00
S -5.41445 -2.70097 0.80726 0.00
C 1.35290 -1.09072 -4.88543 -0.04
H 5.96781 2.50342 -5.74796 0.00
H 4.31297 2.20333 -7.76127 0.00
H 2.15725 0.88168 -7.03256 0.00
H 2.14978 1.16068 -2.53241 -0.04
H 0.00717 -3.23908 -5.70321 0.00
H -1.76795 -4.40765 -4.45037 0.00
H -3.29533 -4.45401 -2.54640 0.00
H -2.84632 -1.48884 0.51398 0.00
H -4.29569 -5.70961 -0.82304 0.00
H -6.49675 -6.12141 0.53703 0.00
H -7.30146 -3.93015 1.72779 0.00
H 1.62240 -1.44113 -5.87441 0.00
C -2.46445 -0.26438 6.35167 0.00
N -2.18270 -1.49348 5.63906 0.00
C -1.56120 -2.60286 6.18129 0.00
C -1.51332 -3.53552 5.21139 0.00
N -2.11884 -2.99953 4.09685 0.00
C -2.25189 -3.67272 2.81861 0.00
C -2.51876 -1.73358 4.34822 0.00
Se -3.33747 -0.55365 3.18679 0.00
H -3.37076 -0.36562 6.94912 0.00
H -2.60665 0.52565 5.61794 0.00
H -1.62183 -0.02853 6.99977 0.00
H -1.20346 -2.61841 7.19432 0.00
H -1.08746 -4.52153 5.20448 0.00
H -1.95491 -4.71016 2.95195 0.00
H -1.59813 -3.20913 2.08414 0.00
H -3.28887 -3.62426 2.49384 0.00
```

Summary:
energy = -178176.805 eV
LUMO level (alpha / beta) = -0.253 / -0.333 eV
expectation value of S² = 0.82
Kohn-Sham gap (alpha / beta) = 6.0 / 4.6 eV
charge = 0
spin multiplicity = 2